Record 1
Computed, not measured: a cluster of 2 separate species, C10H16O in total in a non-equilibrium geometry, with ωB97M-V/def2-TZVPD.

Computed properties:
Relative energy (zero: lowest compared OMol25 entry of this formula, charge and spin)   318.9 kJ/mol
SMILES   CCc1ccccc1.CCO
Kohn-Sham gap   10.0 eV
Maximum force   0.1219 hartree/bohr

Atoms and positions in Å:
C (-0.91877, -0.32893, 1.51973)
C (0.11991, -0.23314, 0.43149)
C (1.32989, 0.69014, 0.72301)
C (2.39982, 0.17947, 1.41641)
C (3.55120, 0.92477, 1.65128)
C (3.58953, 2.27371, 1.17148)
C (2.54577, 2.70362, 0.44717)
C (1.43053, 1.94452, 0.16701)
H (-1.83288, -0.67787, 1.18837)
H (-1.38548, 0.60380, 1.84041)
H (-0.52240, -0.91320, 2.41319)
H (0.48776, -1.15062, 0.17241)
H (-0.19415, 0.15735, -0.56345)
H (2.30403, -0.78070, 1.87934)
H (4.43978, 0.44858, 2.32284)
H (4.51441, 2.84513, 1.34487)
H (2.63673, 3.85468, 0.17054)
H (0.60012, 2.37286, -0.35803)
C (-2.89518, -2.42685, -1.48836)
C (-3.02080, -0.96731, -2.01267)
O (-2.66209, -1.02089, -3.31321)
H (-3.39567, -2.40508, -0.49024)
H (-1.81667, -2.80401, -1.42543)
H (-3.37734, -2.95255, -2.34404)
H (-4.09676, -0.61588, -2.02443)
H (-2.19667, -0.28162, -1.58338)
H (-1.63465, -1.43999, -3.25629)

***

Record 2
Computed, not measured: a structure of composition C50H56GeHgN7O3P2S3, with ωB97M-V/def2-TZVPD.

Computed properties:
2S+1   2
Relative energy (zero: lowest compared OMol25 entry of this formula, charge and spin)   0.0 kJ/mol
Charge   -2
Kohn-Sham gap (alpha / beta)   2.5 / 6.4 eV
⟨S²⟩   0.76
Maximum force   0.0097 hartree/bohr

Atoms and positions in Å:
Hg (-0.23872, 0.63153, -0.37682)
C (-3.07608, -3.20088, -1.67682)
C (-3.73842, -2.00078, -2.26062)
N (-3.25770, -0.80565, -2.23209)
C (-4.09893, 0.10708, -2.82148)
C (-5.25404, -0.41784, -3.31508)
S (-5.29431, -2.10791, -3.04703)
C (-3.70054, 1.52172, -2.87508)
C (-4.40861, 2.53145, -3.45370)
S (-3.57540, 4.01530, -3.26378)
C (-2.30223, 3.17603, -2.41339)
N (-2.51311, 1.90997, -2.30542)
C (-1.11082, 3.88538, -1.86385)
H (-2.00343, -3.02442, -1.64397)
H (-3.27133, -4.09710, -2.26408)
H (-3.42897, -3.37011, -0.65689)
H (-6.06377, 0.08654, -3.81398)
H (-5.35386, 2.48617, -3.96690)
H (-1.12509, 4.94406, -2.11936)
H (-0.19608, 3.42764, -2.24199)
H (-1.07062, 3.77466, -0.77783)
N (2.93750, 2.18673, 7.40305)
C (2.29922, 2.66243, 6.23860)
C (1.09928, 2.10380, 5.81442)
C (0.49751, 2.53644, 4.64191)
C (1.08743, 3.53352, 3.88226)
C (2.27726, 4.10659, 4.31055)
C (2.88584, 3.66743, 5.47424)
S (0.22030, 4.17570, 2.45039)
O (0.52174, 5.59600, 2.44460)
O (-1.16017, 3.80024, 2.66692)
N (0.67396, 3.45202, 1.10916)
C (1.93938, 3.36108, 0.70208)
N (2.99332, 3.75090, 1.46593)
C (4.20510, 3.50685, 1.00402)
C (4.45883, 2.89412, -0.21180)
C (3.32247, 2.57735, -0.95280)
N (2.09720, 2.79954, -0.53481)
H (2.30263, 1.73991, 8.04799)
H (3.48983, 2.88999, 7.87012)
H (0.63931, 1.32653, 6.41458)
H (-0.43637, 2.11053, 4.30208)
H (2.71550, 4.89119, 3.71526)
H (3.82136, 4.10997, 5.80092)
H (5.02774, 3.81978, 1.64666)
H (5.45941, 2.69524, -0.56846)
H (3.41199, 2.11155, -1.93172)
C (-2.65186, -3.62847, 3.75987)
Ge (-1.62759, -1.96272, 3.53655)
C (-2.80306, -0.52308, 2.93299)
C (-0.93066, -1.40518, 5.28962)
C (-0.30467, -2.18971, 2.11901)
H (-3.33409, -3.56663, 4.60889)
H (-1.98239, -4.47586, 3.91278)
H (-3.23934, -3.81975, 2.86113)
H (-3.39046, -0.12804, 3.76341)
H (-3.48582, -0.86705, 2.15563)
H (-2.20734, 0.29079, 2.51580)
H (-1.74765, -1.38398, 6.01332)
H (-0.53543, -0.39557, 5.18403)
H (-0.13939, -2.04324, 5.67803)
H (0.04151, -1.17733, 1.89515)
C (3.42793, -0.42451, 4.28508)
N (3.65616, 0.02761, 2.93252)
C (4.98941, -0.07095, 2.39947)
C (2.63146, 0.49880, 2.18090)
O (1.48225, 0.59114, 2.55030)
H (3.95236, 0.21630, 5.00116)
H (3.76963, -1.45590, 4.39993)
H (2.35957, -0.37367, 4.48517)
H (5.68378, 0.56986, 2.95313)
H (4.98632, 0.24487, 1.35708)
H (5.35072, -1.10324, 2.45642)
H (2.95235, 0.82009, 1.17559)
C (1.11836, -4.53654, -1.39648)
P (1.01457, -2.87145, -0.56135)
C (1.67478, -3.37381, 1.09151)
C (0.89888, -3.08688, 2.23303)
C (1.30302, -3.61675, 3.45723)
C (2.45609, -4.37760, 3.58127)
C (3.23925, -4.62580, 2.46525)
C (2.83344, -4.13534, 1.23324)
C (2.40129, -1.95681, -1.34487)
C (2.13056, -1.42326, -2.60651)
C (3.10377, -0.73538, -3.31125)
C (4.35700, -0.53172, -2.75036)
C (4.61967, -1.00393, -1.47348)
C (3.64779, -1.71062, -0.77594)
P (0.67854, -4.54653, -3.22211)
C (0.26285, -6.23900, -3.52790)
C (-0.98736, -6.55717, -4.14073)
C (-1.35710, -7.84768, -4.40976)
C (-0.48936, -8.93716, -4.09437)
C (0.76124, -8.63789, -3.52616)
C (1.14650, -7.34821, -3.24765)
C (2.37227, -4.42321, -3.96730)
C (3.59067, -4.37952, -3.29318)
C (4.79731, -4.36651, -3.98465)
C (4.81320, -4.39188, -5.36888)
C (3.60484, -4.41116, -6.05973)
C (2.40864, -4.42235, -5.36509)
H (0.30365, -5.10928, -0.94165)
H (2.04604, -5.07377, -1.18975)
H (-0.89442, -2.47110, 1.24139)
H (0.69847, -3.43082, 4.33368)
H (2.73735, -4.77720, 4.54885)
H (4.14863, -5.20936, 2.54859)
H (3.42910, -4.36629, 0.35735)
H (1.14090, -1.54840, -3.03196)
H (2.88212, -0.35165, -4.29934)
H (5.12059, 0.00772, -3.29754)
H (5.58772, -0.82633, -1.01829)
H (3.86292, -2.06396, 0.22382)
H (-1.65991, -5.74304, -4.39633)
H (-2.32042, -8.04058, -4.87075)
H (-0.77991, -9.96031, -4.29475)
H (1.44820, -9.44976, -3.30164)
H (2.12740, -7.16150, -2.82349)
H (3.61086, -4.32410, -2.21398)
H (5.73000, -4.32741, -3.43320)
H (5.75339, -4.39872, -5.90718)
H (3.60142, -4.41409, -7.14369)
H (1.46786, -4.44304, -5.90509)

***

Record 3
Computed, not measured: a structure of composition C10H10InN2O4S in a non-equilibrium geometry, with ωB97M-V/def2-TZVPD.

Computed properties:
Relative energy (zero: lowest compared OMol25 entry of this formula, charge and spin)   17.2 kJ/mol
Charge   +3
Kohn-Sham gap (alpha / beta)   5.2 / 6.3 eV
Maximum force   0.0991 hartree/bohr

Atoms and positions in Å:
In (-0.08885, -0.21789, -2.96137)
O (0.15770, 3.24127, -0.98277)
C (0.06432, 2.22351, -0.46447)
C (-0.15749, -2.64737, -1.91460)
O (-0.21820, -3.59811, -1.27581)
C (2.46134, -0.28286, -1.28990)
O (3.60811, -0.29431, -1.11563)
C (-2.62270, -0.02887, -1.50795)
O (-3.73933, 0.05767, -1.25655)
C (-0.01560, 0.59410, -5.07801)
H (-0.91379, 1.18342, -5.32805)
H (0.93829, 1.09634, -5.30607)
C (-0.08489, -0.85795, -5.14321)
H (0.81288, -1.42955, -5.41357)
H (-1.02862, -1.33914, -5.43508)
C (0.19234, -1.51590, 4.12541)
N (0.10840, -0.18251, 3.58170)
C (0.15196, 0.92807, 4.36857)
C (0.00964, 1.99277, 3.51789)
N (-0.14793, 1.48756, 2.24684)
C (-0.05041, 0.12618, 2.26732)
S (-0.04683, -0.94009, 0.97468)
H (-0.71812, -2.11264, 3.93084)
H (1.03599, -2.08090, 3.69396)
H (0.32598, -1.37995, 5.20490)
H (0.26815, 0.86368, 5.42217)
H (0.01206, 3.04244, 3.72020)
H (-0.31439, 2.07100, 1.41857)

***

Record 4
Computed, not measured: a structure of composition C2H5IS in a non-equilibrium geometry, with ωB97M-V/def2-TZVPD.

Computed properties:
Relative energy (zero: lowest compared OMol25 entry of this formula, charge and spin)   407.5 kJ/mol
Kohn-Sham gap (alpha / beta)   7.3 / 8.6 eV
Maximum force   0.0587 hartree/bohr

Atoms and positions in Å:
C (0.61875, -0.77161, 0.60016)
C (-0.29242, 0.15769, -0.02900)
S (-0.10355, 1.86911, 0.09482)
I (-2.42437, -0.30036, 0.01294)
H (1.57561, -0.44653, 0.02061)
H (0.67624, -0.75680, 1.73050)
H (0.40152, -1.80449, 0.41426)
H (0.55982, -0.20085, -2.06415)
H (-1.01159, 2.25384, -0.78015)

***

Record 5
Computed, not measured: an isolated molecule of C3H5NO2 in a non-equilibrium geometry, with ωB97M-V/def2-TZVPD.

Computed properties:
Relative energy (zero: lowest compared OMol25 entry of this formula, charge and spin)   363.9 kJ/mol
Kohn-Sham gap   9.5 eV
Maximum force   0.0249 hartree/bohr

Atoms and positions in Å:
O (2.54674, 0.17114, 0.06745)
C (1.35428, 0.08591, 0.09787)
N (0.62785, -1.06702, 0.52658)
C (-0.65087, -1.08867, 0.92867)
C (-0.85533, 0.78188, -0.64148)
O (0.53099, 1.03352, -0.38181)
H (0.98690, -1.91353, 0.09558)
H (-1.20789, -0.26712, -0.44001)
H (-0.85986, -0.15308, 1.49079)
H (-1.44955, 1.47432, -0.03876)
H (-1.02326, 0.94265, -1.70489)

***

Which of these has the lowest maximum force? C50H56GeHgN7O3P2S3

***

relative energy (zero: lowest compared OMol25 entry of this formula, charge and spin) of number 1 (C10H16O)? 318.9 kJ/mol